# 1
2 unconnected molecules or ions with the total composition C2H2Br2S2, computed with ωB97M-V/def2-TZVPD.

CARTESIAN COORDINATES (ANGSTROEM)
C: -1.1929 -0.0258 0.0257
C: 0.0446 0.0035 -0.6837
S: 0.3899 -2.0792 1.0533
S: 1.1288 -1.3428 -0.5705
Br: -1.9562 1.6255 0.1821
Br: 2.9082 1.8041 0.5498
H: -1.7652 -0.8323 0.5832
H: 0.4428 0.8468 -1.1400

Forces on atoms 1 to 2 (eV/Å):
2.30 0.05 -1.36
-3.01 -2.15 2.28

The LUMO energy (alpha / beta) is -4.3 / -4.2 eV. The energy above the lowest of the compared OMol25 structures with the same formula, charge and spin comes out at 79.7 kcal/mol. Its total charge is 0. The value obtained for the HOMO energy (alpha / beta) is -0.3024 / -0.3034 Eh.

=====

# 2
C6H5NO in the gas phase, computed with ωB97M-V/def2-TZVPD.

CARTESIAN COORDINATES (ANGSTROEM)
O: 2.4222 -0.6967 2.0254
C: 2.4683 -0.5581 0.8202
C: 1.6652 -0.0348 -0.1401
C: 0.2820 -0.2179 -0.3924
C: -0.2351 0.5989 -1.3441
N: -1.5851 0.9367 -1.0921
C: -1.9125 0.3063 0.0458
C: -0.8129 -0.5098 0.5954
H: 2.1602 0.4646 -0.9392
H: 0.1853 0.9634 -2.2475
H: -2.8582 0.4990 0.4714
H: -0.4603 -0.2208 1.6785
H: -1.3192 -1.5307 0.5187

Forces on atoms 1 to 2 (eV/Å):
1.93 -0.26 -2.98
-3.87 0.15 4.22

The LUMO energy (alpha / beta) is -0.6 / -0.6 eV. The energy above the lowest of the compared OMol25 structures with the same formula, charge and spin comes out at 54.8 kcal/mol. As for the SMILES: O=C=CC1=CN=CC1. Its total charge is 0. The value obtained for the HOMO energy (alpha / beta) is -0.2902 / -0.2902 Eh.

=====

# 3
C3H4S2 in the gas phase, computed with ωB97M-V/def2-TZVPD.

CARTESIAN COORDINATES (ANGSTROEM)
C: 1.5097 1.3975 0.0802
S: 2.4495 0.1126 -0.0899
S: 0.3945 -1.5064 -0.0643
C: -0.6885 -0.3523 0.6933
C: -1.3172 -0.5856 -0.5552
H: 1.9879 2.3897 0.2570
H: -0.9503 -0.3363 1.6490
H: -2.3496 -1.2034 -0.6301
H: -1.0359 0.0843 -1.3399

Forces on atoms 1 to 2 (eV/Å):
0.62 -0.89 0.58
-0.63 1.08 0.01

The LUMO energy (alpha / beta) is -0.3 / -0.4 eV. The energy above the lowest of the compared OMol25 structures with the same formula, charge and spin comes out at 122.5 kcal/mol. As for the SMILES: C#S#S1=CC1. Its total charge is 0. The value obtained for the HOMO energy (alpha / beta) is -0.2775 / -0.2781 Eh.

=====

# 4
A molecular structure, C34H21Br2Cl2N7O4S5Tl, computed with ωB97M-V/def2-TZVPD.

CARTESIAN COORDINATES (ANGSTROEM)
Tl: 0.4231 -0.4157 0.2301
Cl: 5.4011 -4.7127 2.2889
C: 4.4455 -3.2740 2.1688
C: 3.9690 -2.8871 0.9465
C: 3.2491 -1.6822 0.8098
N: 2.7048 -1.2572 -0.3476
C: 3.1409 -1.5514 -1.5793
O: 4.3000 -1.8161 -1.8851
C: 2.1089 -1.4265 -2.6733
C: 2.4635 -1.8400 -3.9519
C: 1.5392 -1.7252 -4.9747
C: 0.2870 -1.2034 -4.6901
C: 0.0187 -0.8391 -3.3819
N: 0.9018 -0.9419 -2.3955
C: 2.9872 -0.8928 1.9623
C: 3.4428 -1.3449 3.2184
C: 4.1728 -2.4971 3.3177
Cl: 4.7924 -2.9795 4.8614
N: 2.2628 0.2213 1.7436
C: 2.1229 1.2478 2.6053
O: 2.8637 1.5188 3.5434
C: 0.9946 2.1866 2.2572
C: 0.6738 3.2051 3.1368
C: -0.4120 4.0167 2.8502
C: -1.1131 3.8072 1.6769
C: -0.6897 2.7989 0.8247
N: 0.3343 2.0019 1.1165
H: 4.1873 -3.4763 0.0676
H: 3.4535 -2.2403 -4.1120
H: 1.7897 -2.0475 -5.9776
H: -0.4698 -1.0802 -5.4539
H: -0.9511 -0.4670 -3.1029
H: 3.2519 -0.7422 4.0929
H: 1.2584 3.3162 4.0374
H: -0.7218 4.7777 3.5545
H: -1.9887 4.3886 1.4240
H: -1.1946 2.6105 -0.1142
Br: -1.3262 -3.6817 -1.5392
C: 0.0692 -4.5532 -0.5426
Br: 1.4769 -5.2238 -1.6719
H: -0.3639 -5.3817 0.0002
H: 0.5024 -3.8288 0.1252
O: -1.4763 1.3723 4.8111
S: -2.1807 0.5187 3.8924
O: -3.3006 1.0762 3.1935
N: -1.1262 -0.2019 2.8356
C: -0.9325 -1.4564 3.1534
S: 0.1150 -2.4941 2.3232
C: -1.7412 -1.9564 4.3010
C: -1.7489 -3.2153 4.8775
C: -2.6074 -3.4417 5.9455
C: -3.4322 -2.4315 6.4312
C: -3.4216 -1.1684 5.8522
C: -2.5786 -0.9683 4.7808
H: -1.0914 -3.9904 4.5067
H: -2.6308 -4.4178 6.4130
H: -4.0810 -2.6302 7.2748
H: -4.0433 -0.3648 6.2255
S: -3.3839 0.8758 -6.1685
C: -2.9923 1.0376 -4.5698
S: -3.4486 -0.1011 -3.3345
C: -2.4118 0.7429 -2.1539
N: -1.8673 1.7920 -2.6582
N: -2.2005 1.9807 -3.9750
C: -1.6688 3.1489 -4.5966
C: -2.4416 3.9202 -5.4551
C: -1.8933 5.0509 -6.0390
C: -0.5845 5.4210 -5.7611
C: 0.1683 4.6629 -4.8779
C: -0.3688 3.5281 -4.2909
S: -2.2609 0.1531 -0.5568
H: -3.4625 3.6441 -5.6643
H: -2.4996 5.6433 -6.7121
H: -0.1560 6.2969 -6.2314
H: 1.1860 4.9506 -4.6462
H: 0.2057 2.9346 -3.5926

Forces on atoms 1 to 2 (eV/Å):
0.83 0.18 0.41
0.05 -0.13 -0.02

The LUMO energy (alpha / beta) is 0.2 / 0.2 eV. The energy above the lowest of the compared OMol25 structures with the same formula, charge and spin comes out at 29.6 kcal/mol. Its total charge is -1. The value obtained for the HOMO energy (alpha / beta) is -0.1807 / -0.1807 Eh.

=====

# 5
A molecular structure, C38H62BN9OPSTi, computed with ωB97M-V/def2-TZVPD.

CARTESIAN COORDINATES (ANGSTROEM)
Ti: -0.6518 -0.9978 0.3251
C: 1.5266 4.2356 -0.1975
C: 0.4923 3.4038 0.4828
C: -0.6331 3.7775 1.1774
C: -1.1748 2.5748 1.6788
N: -0.4286 1.5424 1.2962
N: 0.6105 2.0624 0.5736
B: 2.0219 1.4095 0.7428
N: 1.9178 0.1911 1.6751
N: 1.5831 -1.0473 1.1988
C: 2.0329 -1.9318 2.1033
C: 2.5701 -1.2438 3.2012
C: 2.4732 0.0938 2.8904
C: 2.9065 1.2736 3.6965
C: 2.1841 -3.4318 1.9003
C: 3.6637 -3.7612 2.1858
C: 1.3233 -4.2253 2.8895
C: 1.8977 -3.8624 0.4647
N: 2.7434 1.0653 -0.5692
N: 2.2219 0.2439 -1.5125
C: 3.1668 0.0699 -2.4228
C: 4.3282 0.7910 -2.0734
C: 4.0165 1.4107 -0.8860
C: 4.8958 2.2749 -0.0406
C: 2.9774 -0.7798 -3.6565
C: 4.2439 -1.6034 -3.9102
C: 1.7928 -1.7188 -3.4695
C: 2.7281 0.1282 -4.8695
C: -2.3850 2.4431 2.5776
C: -2.0877 1.4031 3.6597
C: -2.6657 3.7851 3.2601
C: -3.6182 2.0442 1.7544
H: 1.1040 5.1952 -0.4948
H: 1.9168 3.7310 -1.0824
H: 2.3683 4.4246 0.4736
H: -1.0135 4.7776 1.3030
H: 2.7172 2.2115 1.3089
H: 3.0038 -1.6606 4.0946
H: 3.1072 0.9537 4.7186
H: 2.1328 2.0413 3.7147
H: 3.8130 1.7278 3.2926
H: 3.9411 -3.5380 3.2168
H: 4.3226 -3.1955 1.5235
H: 3.8321 -4.8268 2.0137
H: 1.5541 -3.9364 3.9187
H: 1.5335 -5.2931 2.7805
H: 0.2639 -4.0633 2.7065
H: 2.4237 -3.2175 -0.2431
H: 0.8401 -3.8173 0.2334
H: 2.2410 -4.8907 0.3212
H: 5.2675 0.8482 -2.5991
H: 5.8617 2.3870 -0.5327
H: 5.0614 1.8367 0.9447
H: 4.4681 3.2668 0.1092
H: 4.4715 -2.2347 -3.0494
H: 5.1087 -0.9654 -4.1051
H: 4.0974 -2.2475 -4.7811
H: 1.9455 -2.3964 -2.6293
H: 1.6240 -2.3131 -4.3719
H: 0.8886 -1.1552 -3.2515
H: 3.5414 0.8470 -4.9944
H: 1.7975 0.6850 -4.7531
H: 2.6529 -0.4718 -5.7811
H: -1.2611 1.7406 4.2913
H: -1.8083 0.4528 3.2167
H: -2.9694 1.2458 4.2859
H: -1.8048 4.1253 3.8401
H: -3.5148 3.6736 3.9388
H: -2.9203 4.5598 2.5337
H: -3.3847 1.2116 1.0953
H: -3.9561 2.8850 1.1422
H: -4.4374 1.7445 2.4121
N: -2.1673 -4.9676 -1.1389
C: -1.6190 -3.8502 -0.5124
S: -0.7829 -2.6584 -1.4835
N: -1.6962 -3.7303 0.7578
N: -0.9176 -2.6577 1.1923
C: -1.3259 -1.7777 2.1706
C: -2.7851 -1.6248 2.3407
C: -3.5435 -1.9616 3.4495
C: -4.9312 -1.8612 3.4105
C: -5.5545 -1.4434 2.2379
C: -4.8056 -1.0929 1.1228
C: -3.4122 -1.1520 1.1822
O: -2.6304 -0.7110 0.1990
H: -2.5642 -4.7516 -2.0403
H: -2.8189 -5.4449 -0.5314
H: -0.6693 -1.6645 3.0370
H: -3.0444 -2.3165 4.3455
H: -5.5231 -2.1216 4.2796
H: -6.6361 -1.3806 2.1959
H: -5.2812 -0.7454 0.2121
C: -3.2289 -1.1034 -3.1841
C: -1.9469 -0.3168 -3.4761
P: -1.4301 0.7457 -2.0494
C: -3.0039 1.7238 -1.9229
C: -2.8571 3.1664 -1.4566
C: -0.2996 1.9757 -2.8371
C: -0.6820 2.5382 -4.2035
H: -3.4067 -1.8388 -3.9723
H: -4.0991 -0.4473 -3.1390
H: -3.1497 -1.6306 -2.2345
H: -2.0903 0.3074 -4.3621
H: -1.1396 -1.0162 -3.6868
H: -3.6340 1.1609 -1.2311
H: -3.4962 1.7062 -2.8991
H: -2.3090 3.2339 -0.5204
H: -3.8403 3.6183 -1.3019
H: -2.3277 3.7752 -2.1923
H: 0.6850 1.5082 -2.8627
H: -0.2143 2.7787 -2.0996
H: -0.5659 1.7901 -4.9892
H: -0.0412 3.3843 -4.4641
H: -1.7177 2.8846 -4.2300

Forces on atoms 1 to 2 (eV/Å):
-0.36 0.37 -0.11
-0.01 0.00 0.01

The LUMO energy is 2.5 eV. The energy above the lowest of the compared OMol25 structures with the same formula, charge and spin comes out at 0.0 kcal/mol. Its total charge is -1. The value obtained for the HOMO energy is -0.1538 Eh.

=====

Q: total charge of number 3 (C3H4S2)?
A: 0

=====

Q: Look up the total charge of the first one.
A: 0

=====

Q: Look up the total charge of the third one.
A: 0